83
Properties=species:S:1:pos:R:3:mulliken_charge:R:1 method="wB97M-V/def2-TZVPD" lumo_ev=-3.8 charge=+1 max_force_ha_per_bohr=0.09714 homo_energy_ev=-8.8409 gap_ev=5.03 relative_energy_kj_mol=0.00
La 0.667 -1.099 1.379 1.304
C -1.530 -1.323 2.557 0.416
C -1.321 -2.510 1.779 0.953
C 0.277 -2.463 3.458 0.929
C -0.540 -1.296 3.599 0.130
C -0.173 -3.198 2.308 -0.615
C -2.622 -0.332 2.350 -1.051
H -2.665 0.053 1.319 -0.058
H -2.505 0.531 3.015 0.414
H -3.595 -0.802 2.564 0.344
C -0.495 -0.313 4.718 -1.274
H -1.483 0.138 4.876 0.487
H 0.207 0.509 4.520 0.047
H -0.178 -0.789 5.656 0.356
C 1.388 -2.852 4.364 -1.098
H 1.101 -2.687 5.412 0.375
H 2.302 -2.272 4.173 0.091
H 1.621 -3.918 4.248 0.381
C 0.635 -4.203 1.574 -1.142
H 1.214 -4.807 2.286 0.358
H 1.364 -3.720 0.878 0.329
H -0.018 -4.856 0.980 0.300
C -2.008 -2.840 0.508 -1.190
H -1.901 -3.908 0.282 0.453
H -1.610 -2.292 -0.371 0.077
H -3.074 -2.597 0.590 0.381
C -1.993 2.291 -1.154 -0.690
C -2.997 1.433 -0.917 -0.466
C -3.228 0.098 -1.554 0.256
C -2.665 -0.071 -3.002 -1.237
C -1.392 -0.784 -3.169 -0.660
C -0.090 -0.377 -2.786 0.138
C 0.066 0.798 -1.792 0.610
C -0.804 2.054 -2.037 -0.472
H -4.320 -0.044 -1.626 0.522
H -2.691 0.909 -3.518 0.121
H -2.872 -0.733 -0.916 -0.605
H -1.117 2.072 -3.110 -0.469
H -1.994 3.265 -0.655 0.413
H -3.749 1.701 -0.163 0.516
H -0.150 2.935 -1.900 0.496
H -0.150 0.406 -0.774 -1.475
H 0.464 -1.234 -2.335 0.466
H 1.122 1.126 -1.769 0.637
H -3.410 -0.676 -3.553 0.486
H -1.497 -1.845 -3.440 0.514
P -0.876 1.362 -5.055 1.134
C -0.900 3.058 -5.731 -1.372
C -1.861 0.469 -6.327 -1.492
P 1.340 -0.600 -4.351 0.769
C 0.857 0.863 -5.373 -1.530
C 0.634 -1.917 -5.411 -1.308
C 3.074 -0.702 -4.935 -1.271
H 0.022 3.584 -5.448 0.388
H -1.775 3.558 -5.287 0.346
H -1.001 3.005 -6.823 0.431
H -1.647 0.911 -7.311 0.469
H -2.920 0.630 -6.067 0.370
H -1.657 -0.610 -6.340 0.311
H 3.088 -0.454 -6.007 0.399
H 3.458 -1.719 -4.791 0.431
H 3.698 0.013 -4.390 0.356
H 1.542 1.698 -5.144 0.557
H 0.968 0.591 -6.439 0.702
H 1.323 -2.769 -5.359 0.478
H 0.596 -1.560 -6.450 0.346
H -0.356 -2.246 -5.089 0.255
O 0.973 4.362 4.089 -0.594
S 2.318 3.837 4.057 1.111
O 3.438 4.733 3.962 -0.589
N 2.442 2.548 2.984 -0.590
C 2.709 1.386 3.561 0.261
S 2.995 0.002 2.584 -0.462
C 2.751 1.433 5.038 0.442
C 2.848 0.433 6.015 -0.386
C 2.661 0.765 7.364 -0.691
C 2.451 2.100 7.746 -0.488
C 2.388 3.110 6.777 -0.616
C 2.539 2.751 5.449 0.325
H 3.082 -0.585 5.699 0.469
H 2.685 -0.021 8.123 0.418
H 2.316 2.349 8.799 0.398
H 2.205 4.152 7.026 0.418

***

164
Properties=species:S:1:pos:R:3:mulliken_charge:R:1 method="wB97M-V/def2-TZVPD" lumo_ev=-3.3 charge=+1 max_force_ha_per_bohr=0.04693 homo_energy_ev=-11.1140 gap_ev=7.84
C 4.934 -0.164 2.297 -0.376
C 3.675 -0.403 3.103 0.809
O 3.640 -1.279 3.927 -0.581
O 2.561 0.353 2.883 -0.454
C 2.140 0.432 1.502 -0.812
C 2.071 -0.940 0.852 1.222
C 1.061 -0.988 -0.305 -1.880
C 0.362 -2.376 -0.389 1.961
C -1.136 -2.195 -0.190 -2.264
C -1.979 -3.422 -0.471 -0.439
N -2.060 -4.544 0.544 0.513
P -0.503 -5.778 0.527 0.137
N 0.744 -5.006 1.309 0.118
O 0.014 -5.730 -1.000 -0.438
C -3.248 -5.397 -0.012 -0.035
Cl -3.037 -7.161 0.014 0.020
C -4.652 -4.995 0.526 -0.475
Br -5.476 -6.341 1.750 0.079
C -5.550 -4.902 -0.729 0.747
C -6.339 -5.948 -1.192 -0.602
C -7.114 -5.804 -2.335 -0.828
C -7.123 -4.617 -3.056 -0.723
C -6.307 -3.580 -2.624 -1.044
C -5.535 -3.722 -1.479 0.136
N -4.684 -3.699 1.159 0.732
P -6.352 -3.252 1.629 0.082
N -6.463 -1.592 1.297 -0.474
O -6.336 -3.231 3.270 -0.449
C -3.706 -3.527 2.227 -0.739
N -3.525 -2.057 2.389 -0.654
C -3.748 -1.649 3.520 0.639
O -3.887 -1.283 4.585 -0.411
C -2.298 -4.157 1.954 -1.560
O -1.347 -3.282 2.408 -0.190
I -2.124 -5.867 3.383 0.295
H 5.289 -1.142 1.993 0.089
H 5.698 0.261 2.937 0.179
H 4.729 0.441 1.421 0.089
H 1.151 0.874 1.548 0.491
H 2.819 1.114 0.992 0.468
H 1.805 -1.637 1.644 0.382
H 3.053 -1.177 0.448 -1.278
H 1.555 -0.735 -1.238 0.371
H 0.308 -0.222 -0.111 0.780
H 0.570 -2.777 -1.376 -0.285
H 0.801 -2.956 0.411 -0.882
H -1.357 -1.689 0.743 0.523
H -1.428 -1.471 -0.953 0.871
H -2.996 -3.090 -0.651 -0.255
H -1.660 -3.826 -1.430 0.889
H 1.481 -4.634 0.713 -0.391
H 1.142 -5.586 2.037 0.434
H -0.669 -6.082 -1.591 0.379
H -3.282 -5.211 -1.072 0.766
H -6.376 -6.900 -0.688 0.435
H -7.749 -6.602 -2.685 0.410
H -7.757 -4.531 -3.923 0.454
H -6.268 -2.633 -3.142 0.543
H -4.922 -2.896 -1.152 0.253
H -6.198 -1.412 0.336 0.077
H -5.917 -1.025 1.940 0.283
H -7.122 -2.735 3.541 0.361
H -4.066 -3.912 3.179 1.256
H -0.663 -3.738 2.913 0.619
C -5.597 1.167 -0.743 -0.890
C -6.592 0.618 -1.765 -0.258
C -6.087 0.760 -3.199 -0.879
C -5.875 2.203 -3.658 -0.241
C -7.111 3.097 -3.581 -0.292
C -8.255 2.628 -4.475 -1.346
H -5.426 2.235 -0.874 0.228
H -5.965 1.019 0.274 0.367
H -4.635 0.653 -0.831 0.176
H -7.561 1.105 -1.644 0.282
H -6.761 -0.446 -1.560 0.316
H -6.785 0.262 -3.879 0.365
H -5.138 0.218 -3.294 0.387
H -5.513 2.186 -4.690 0.479
H -5.075 2.658 -3.067 -0.329
H -6.823 4.108 -3.879 0.397
H -7.461 3.173 -2.548 0.282
H -7.941 2.587 -5.519 0.311
H -9.101 3.313 -4.407 0.407
H -8.615 1.638 -4.187 0.285
C 7.042 -3.424 -0.384 -1.213
C 6.077 -2.812 -1.395 -0.838
C 4.729 -2.428 -0.790 -0.221
C 3.925 -3.597 -0.220 1.459
C 3.614 -4.718 -1.213 -0.843
C 2.759 -4.257 -2.389 -0.266
H 6.658 -4.358 0.031 0.294
H 7.999 -3.647 -0.855 0.423
H 7.231 -2.735 0.442 0.248
H 5.937 -3.500 -2.233 0.352
H 6.533 -1.912 -1.813 0.426
H 4.133 -1.912 -1.550 0.261
H 4.892 -1.698 0.010 -0.209
H 2.980 -3.199 0.178 -1.033
H 4.454 -4.020 0.638 0.422
H 3.083 -5.516 -0.682 0.483
H 4.538 -5.167 -1.584 0.451
H 1.814 -3.846 -2.031 -0.446
H 2.533 -5.092 -3.053 0.410
H 3.262 -3.495 -2.985 0.373
C -2.879 8.704 -2.286 -1.437
C -1.925 7.533 -2.505 -0.220
C -2.591 6.316 -3.147 -0.797
C -3.699 5.673 -2.313 0.054
C -3.269 5.207 -0.922 -0.610
C -2.195 4.122 -0.953 -0.598
H -3.685 8.447 -1.597 0.314
H -2.347 9.556 -1.862 0.425
H -3.324 9.026 -3.229 0.308
H -1.455 7.256 -1.558 0.202
H -1.117 7.865 -3.163 0.392
H -1.825 5.565 -3.365 0.266
H -3.006 6.610 -4.115 0.411
H -4.096 4.814 -2.865 -0.243
H -4.533 6.372 -2.208 0.366
H -4.147 4.817 -0.400 0.365
H -2.915 6.055 -0.330 0.356
H -2.545 3.245 -1.505 0.183
H -1.942 3.803 0.059 0.443
H -1.276 4.477 -1.423 -0.158
C 4.190 2.116 -2.500 -1.390
C 2.847 2.605 -1.964 0.588
C 2.024 3.377 -2.992 -0.304
C 2.659 4.674 -3.494 -0.878
C 2.995 5.679 -2.394 -0.493
C 1.765 6.140 -1.622 -0.883
H 4.836 2.945 -2.788 0.385
H 4.721 1.539 -1.739 0.295
H 4.052 1.471 -3.370 0.306
H 3.007 3.212 -1.069 0.277
H 2.261 1.736 -1.644 -0.351
H 1.045 3.601 -2.557 -0.165
H 1.829 2.729 -3.853 0.468
H 1.971 5.139 -4.206 0.437
H 3.567 4.450 -4.061 0.340
H 3.480 6.545 -2.850 0.411
H 3.724 5.255 -1.697 0.238
H 1.036 6.607 -2.288 0.117
H 2.041 6.874 -0.864 0.440
H 1.276 5.309 -1.109 0.176
C 6.521 -0.666 5.582 -0.981
C 7.977 -0.384 5.942 -0.410
C 8.140 0.355 7.269 -0.784
C 7.505 1.746 7.312 -0.696
C 8.004 2.717 6.243 -0.177
C 9.495 3.024 6.349 -1.233
H 5.950 0.255 5.452 0.211
H 6.454 -1.227 4.649 0.327
H 6.033 -1.262 6.355 0.332
H 8.455 0.176 5.133 0.233
H 8.510 -1.336 6.011 0.368
H 9.206 0.434 7.500 0.331
H 7.704 -0.250 8.070 0.364
H 7.691 2.181 8.299 0.391
H 6.418 1.655 7.227 0.310
H 7.445 3.652 6.337 0.363
H 7.781 2.328 5.245 0.096
H 9.734 3.455 7.323 0.295
H 9.795 3.741 5.584 0.393
H 10.103 2.129 6.213 0.280

***

68
Properties=species:S:1:pos:R:3:mulliken_charge:R:1 method="wB97M-V/def2-TZVPD" lumo_ev="-0.3 / -0.1" charge=0 multiplicity=2 max_force_ha_per_bohr=0.01035 homo_energy_ev="-7.6009 / -7.5547" gap_ev="7.33 / 7.43" relative_energy_kj_mol=0.00
Fe -0.478 -0.133 0.010 -1.160
O 3.539 -0.035 3.528 -0.656
C 2.429 -0.005 4.290 0.394
C 2.596 -0.015 5.675 -0.694
C 1.496 -0.011 6.509 -0.317
C 0.205 0.007 5.987 -0.916
C 0.037 0.039 4.618 -0.481
C 1.133 0.036 3.754 0.077
C 0.886 0.027 2.296 0.990
O -0.303 0.283 1.878 -0.385
N 1.888 -0.254 1.497 -1.282
N 1.429 -0.330 0.186 1.459
C 2.288 -0.428 -0.749 -0.635
C 1.924 -0.601 -2.142 0.778
C 2.939 -0.594 -3.102 -0.865
C 2.654 -0.686 -4.448 -0.729
C 1.318 -0.801 -4.841 -0.457
C 0.302 -0.839 -3.910 -0.735
C 0.576 -0.744 -2.534 0.624
O -0.426 -0.845 -1.687 -0.345
H 3.251 -0.152 2.595 0.618
H 3.604 -0.036 6.068 0.427
H 1.645 -0.027 7.582 0.371
H -0.654 -0.006 6.644 0.407
H -0.951 0.063 4.178 0.468
H 3.341 -0.378 -0.475 0.324
H 3.967 -0.503 -2.768 0.392
H 3.445 -0.657 -5.184 0.409
H 1.074 -0.867 -5.894 0.413
H -0.733 -0.944 -4.209 0.475
C -4.108 -1.177 0.461 -1.131
C -3.605 0.236 0.507 0.784
C -4.406 1.262 0.967 -0.904
C -3.907 2.565 0.961 -0.478
C -2.646 2.831 0.487 -0.903
C -1.887 1.756 -0.008 0.879
N -2.382 0.489 0.021 0.586
N -0.624 1.750 -0.495 0.558
Si 0.068 3.096 -1.354 -0.189
C -1.118 3.572 -2.718 -1.094
C 1.722 2.635 -2.069 -0.902
C 0.373 4.595 -0.271 -1.181
H -5.050 -1.212 -0.090 0.431
H -4.293 -1.559 1.466 0.272
H -3.387 -1.825 -0.026 -0.073
H -5.402 1.045 1.325 0.448
H -4.518 3.374 1.343 0.438
H -2.222 3.822 0.523 0.211
H -1.486 2.681 -3.231 0.302
H -0.623 4.210 -3.454 0.408
H -1.980 4.119 -2.330 0.328
H 1.635 1.983 -2.938 0.159
H 2.337 2.129 -1.324 0.255
H 2.249 3.541 -2.374 0.485
H -0.533 5.009 0.173 0.399
H 0.828 5.384 -0.876 0.365
H 1.063 4.354 0.541 0.317
S -0.856 -2.354 1.039 -0.314
C -0.547 -3.516 -0.127 0.332
N 0.433 -4.409 -0.039 -0.225
C 0.695 -5.222 -1.221 -0.569
C -0.641 -5.295 -1.952 -0.561
S -1.458 -3.710 -1.586 -0.077
H 1.133 -4.258 0.674 0.310
H 1.043 -6.212 -0.931 0.354
H 1.460 -4.742 -1.837 0.264
H -1.263 -6.101 -1.566 0.360
H -0.518 -5.408 -3.025 0.388

***

22
Properties=species:S:1:pos:R:3:mulliken_charge:R:1 method="wB97M-V/def2-TZVPD" lumo_ev=0.1 smiles=CSc1nc(C)cc(C)c1C#N charge=0 max_force_ha_per_bohr=0.17974 homo_energy_ev=-8.6585 gap_ev=8.73 relative_energy_kj_mol=212.49
C -1.798 0.146 -3.116 -0.801
S -2.070 1.428 -1.739 -0.048
C -0.826 0.687 -0.647 0.047
N -0.167 -0.399 -1.078 -0.429
C 0.782 -1.030 -0.303 0.253
C 1.554 -2.221 -0.847 -1.121
C 1.077 -0.530 0.984 -0.472
C 0.307 0.514 1.519 0.923
C 0.613 0.819 3.008 -1.553
C -0.592 1.167 0.664 0.927
C -1.400 2.119 1.304 -0.324
N -1.547 3.254 1.751 -0.494
H -2.195 -0.884 -2.933 0.269
H -2.388 0.542 -3.968 0.362
H -0.705 0.152 -3.397 0.253
H 2.620 -1.755 -0.861 0.280
H 1.485 -3.129 -0.222 0.318
H 1.068 -2.437 -1.858 0.303
H 1.995 -1.072 1.514 0.135
H 1.048 1.798 3.089 0.377
H -0.202 0.663 3.550 0.473
H 1.338 0.171 3.586 0.321

***

13
Properties=species:S:1:pos:R:3:mulliken_charge:R:1 method="wB97M-V/def2-TZVPD" lumo_ev=-1.4 charge=0 max_force_ha_per_bohr=0.14367 homo_energy_ev=-9.4607 gap_ev=8.07 relative_energy_kj_mol=748.42
C -2.606 0.199 0.154 -0.832
C -1.249 -0.261 -0.004 0.059
C 1.140 -0.259 -0.036 0.154
C -0.034 0.676 -0.053 1.109
H -3.314 -0.622 -0.680 0.283
H -2.609 1.542 -0.449 0.241
H -2.898 0.324 1.375 0.264
H 2.548 1.177 0.865 0.344
H 3.240 -0.405 0.789 0.363
N -0.644 -1.465 0.070 -0.359
N 0.813 -1.508 -0.213 -0.451
N 2.469 0.248 0.006 -0.640
O 0.133 1.866 -0.164 -0.535

***

107
Properties=species:S:1:pos:R:3:mulliken_charge:R:1 method="wB97M-V/def2-TZVPD" lumo_ev=-1.6 charge=0 max_force_ha_per_bohr=0.01505 homo_energy_ev=-8.0971 gap_ev=6.48 relative_energy_kj_mol=0.00
Pb 0.151 -0.022 -0.081 1.959
O 3.445 -2.799 -0.931 -0.677
C 2.736 -1.823 -0.857 -0.741
N 2.010 -1.393 0.250 1.126
C 2.329 -1.967 1.467 -0.408
O 3.210 -2.771 1.681 -0.634
C 1.527 -1.495 2.665 0.687
C 1.607 -2.245 3.830 -1.004
C 0.903 -1.818 4.941 -0.683
C 0.164 -0.649 4.853 -1.074
C 0.150 0.035 3.652 -0.293
N 0.811 -0.376 2.568 0.543
C 2.604 -0.959 -2.094 0.592
C 3.337 -1.286 -3.225 -0.771
C 3.210 -0.481 -4.345 -0.968
C 2.347 0.602 -4.305 -0.756
C 1.636 0.837 -3.141 -0.848
N 1.786 0.086 -2.054 1.108
H 2.215 -3.137 3.830 0.604
H 0.927 -2.389 5.861 0.422
H -0.412 -0.276 5.689 0.586
H -0.440 0.930 3.539 0.179
H 3.982 -2.152 -3.192 0.718
H 3.768 -0.706 -5.245 0.454
H 2.195 1.239 -5.165 0.536
H 0.911 1.639 -3.081 0.405
O -3.273 -1.972 4.058 -0.706
C -3.713 -0.707 3.972 0.388
C -4.590 -0.265 4.966 -0.706
C -5.087 1.021 4.944 -0.390
C -4.730 1.901 3.924 -0.875
C -3.855 1.469 2.948 -0.497
C -3.318 0.179 2.954 0.390
C -2.324 -0.190 1.911 0.417
O -1.756 0.734 1.237 -0.776
N -2.058 -1.478 1.810 -0.983
N -1.098 -1.798 0.863 0.713
C -1.028 -3.053 0.605 -0.091
S -2.145 -4.187 1.344 -0.119
C -1.239 -5.654 0.787 -0.713
C -0.674 -5.352 -0.584 -0.313
S 0.160 -3.750 -0.471 0.076
H -2.693 -2.132 3.275 0.530
H -4.868 -0.965 5.743 0.462
H -5.771 1.340 5.720 0.393
H -5.142 2.901 3.889 0.440
H -3.591 2.117 2.123 0.542
H -1.939 -6.489 0.765 0.478
H -0.440 -5.868 1.496 0.315
H -1.457 -5.298 -1.340 0.004
H 0.074 -6.081 -0.893 0.495
F -0.771 2.403 -1.429 -0.552
C -3.217 -5.082 -4.412 -1.504
C -1.745 -4.779 -4.438 1.051
C -0.799 -5.794 -4.363 -0.682
C 0.552 -5.492 -4.359 0.211
Cl 1.711 -6.787 -4.228 -0.259
C 0.996 -4.185 -4.457 -0.556
C 0.061 -3.165 -4.550 -0.202
C -1.294 -3.461 -4.525 -0.095
O -2.238 -2.455 -4.577 -0.561
C -2.417 -1.861 -3.298 -0.479
C -1.298 -0.881 -2.921 0.013
O -0.752 -0.180 -3.749 -0.636
O -1.067 -0.925 -1.644 -0.500
H -3.396 -6.138 -4.610 0.459
H -3.750 -4.486 -5.151 0.355
H -3.654 -4.842 -3.438 0.253
H -1.117 -6.828 -4.297 0.386
H 2.055 -3.969 -4.458 0.463
H 0.369 -2.130 -4.630 0.631
H -2.478 -2.639 -2.532 0.176
H -3.359 -1.311 -3.312 0.288
F 0.241 4.800 5.952 -0.353
C 0.267 4.338 4.691 0.109
C -0.836 3.662 4.208 -0.092
C -0.790 3.180 2.908 -0.808
C 0.339 3.377 2.129 0.792
C 1.429 4.083 2.628 -0.394
C 1.398 4.562 3.929 -0.785
Sb 0.419 2.909 0.055 2.191
C 2.477 2.619 -0.298 0.711
C 3.140 3.098 -1.423 -0.706
C 4.468 2.769 -1.648 -0.732
C 5.106 1.953 -0.734 0.217
F 6.388 1.628 -0.951 -0.379
C 4.476 1.453 0.390 -0.597
C 3.150 1.793 0.601 -0.535
C 0.154 4.908 -0.613 0.277
C -1.136 5.371 -0.874 -0.732
C -1.356 6.683 -1.257 -0.620
C -0.266 7.522 -1.384 0.311
F -0.472 8.796 -1.762 -0.335
C 1.024 7.103 -1.135 -0.779
C 1.225 5.786 -0.743 -0.191
H -1.704 3.516 4.837 0.571
H -1.638 2.641 2.510 -0.093
H 2.311 4.259 2.023 0.337
H 2.233 5.104 4.352 0.464
H 2.620 3.709 -2.152 0.553
H 5.003 3.120 -2.520 0.480
H 5.010 0.797 1.064 0.478
H 2.634 1.381 1.464 0.140
H -1.985 4.702 -0.798 0.439
H -2.349 7.058 -1.463 0.456
H 1.846 7.797 -1.246 0.473
H 2.235 5.464 -0.521 0.337

***

- Look up the charge of the fourth one.
  0